[1]
Molecular formula: C29H19Br2F3N2O2PdSb
Method: DFT, ωB97M-V/def2-TZVPD

Computed properties:
total charge	+1
multiplicity	1
calculated total energy	-195703.911	eV
ΔE to the lowest compared entry with this formula, charge and spin	14.3	kcal/mol
HOMO level (spin up / spin down)	-11.46 / -11.44	eV

The geometry in XYZ format:
```
59
Properties=species:S:1:pos:R:3:lowdin_charge:R:1
Pd 1.761 -0.327 0.221 0.90
Br 4.152 -0.103 -2.039 0.84
C 4.698 -0.081 -0.235 -0.70
C 6.020 0.035 0.143 -0.07
C 6.313 -0.027 1.499 0.00
C 5.301 -0.230 2.424 0.04
C 4.005 -0.342 1.963 -0.15
N 3.728 -0.233 0.656 -0.06
C 2.816 -0.647 2.858 -0.60
O 2.970 -0.648 4.055 0.11
O 1.707 -0.857 2.218 -0.23
H 6.791 0.159 -0.603 0.12
H 7.341 0.063 1.824 0.13
H 5.473 -0.320 3.487 0.14
F -4.113 -5.765 -2.283 0.08
C -3.494 -4.836 -1.544 -0.27
C -2.794 -5.231 -0.423 0.00
C -2.155 -4.257 0.333 -0.13
C -2.221 -2.915 -0.030 -0.42
C -2.941 -2.553 -1.171 -0.14
C -3.582 -3.511 -1.937 0.01
Sb -1.155 -1.511 1.198 1.62
C -0.221 -0.529 -0.698 -0.48
C -0.852 0.658 -1.116 -0.13
C -1.129 0.894 -2.446 0.02
C -0.761 -0.069 -3.380 -0.26
F -1.021 0.163 -4.661 0.11
C -0.149 -1.261 -3.029 0.02
C 0.096 -1.482 -1.687 -0.15
C -2.661 0.012 1.354 -0.42
C -2.304 1.200 1.992 -0.15
C -3.222 2.225 2.152 0.00
C -4.510 2.031 1.687 -0.27
F -5.403 3.017 1.838 0.08
C -4.910 0.854 1.085 0.01
C -3.975 -0.159 0.921 -0.10
H -2.753 -6.278 -0.157 0.13
H -1.600 -4.563 1.213 0.09
H -3.002 -1.513 -1.473 0.10
H -4.146 -3.251 -2.823 0.13
H -1.148 1.401 -0.384 0.10
H -1.625 1.798 -2.773 0.13
H 0.093 -1.992 -3.788 0.13
H 0.526 -2.435 -1.393 0.11
H -1.297 1.337 2.378 0.10
H -2.965 3.155 2.641 0.12
H -5.935 0.740 0.759 0.13
H -4.284 -1.085 0.459 0.09
Br 1.576 6.546 -0.134 0.83
C 1.646 4.674 -0.123 -0.68
C 1.555 3.978 1.073 -0.08
C 1.612 2.598 1.031 -0.11
N 1.746 1.913 -0.108 -0.02
C 1.832 2.593 -1.254 -0.14
C 1.788 3.974 -1.311 -0.08
H 1.446 4.490 2.018 0.12
H 1.544 2.009 1.940 0.12
H 1.934 2.007 -2.158 0.09
H 1.862 4.485 -2.260 0.11
```

[2]
Molecular formula: C29H19INO4PPd
Method: DFT, ωB97M-V/def2-TZVPD

Computed properties:
total charge	0
multiplicity	1
calculated total energy	-60932.080	eV
ΔE to the lowest compared entry with this formula, charge and spin	1.2	kcal/mol
HOMO level	-8.22	eV

The geometry in XYZ format:
```
56
Properties=species:S:1:pos:R:3:lowdin_charge:R:1
Pd 0.136 1.679 -0.354 0.68
O -3.228 4.072 -0.666 0.08
C -2.149 3.522 -0.594 -0.60
O -1.915 2.252 -0.503 -0.17
C -0.882 4.361 -0.586 -0.16
C -0.816 5.734 -0.461 0.03
C 0.439 6.330 -0.396 -0.02
C 1.591 5.554 -0.462 0.02
C 1.453 4.190 -0.588 -0.16
N 0.238 3.652 -0.652 0.02
C 2.580 3.178 -0.603 -0.58
O 3.729 3.556 -0.566 0.08
O 2.171 1.944 -0.659 -0.17
H -1.741 6.292 -0.409 0.13
H 0.520 7.403 -0.276 0.11
H 2.587 5.974 -0.417 0.13
I -0.211 1.500 2.493 1.11
C 0.265 -0.378 3.268 -0.61
C 0.423 -0.324 4.624 -0.19
C 0.672 -1.483 5.380 -0.07
C 0.742 -2.675 4.738 -0.04
C 0.602 -2.758 3.332 -0.15
C 0.696 -4.045 2.749 -0.03
C 0.576 -4.214 1.411 -0.05
C 0.375 -3.083 0.604 -0.09
C 0.273 -1.806 1.099 -0.27
P 0.022 -0.627 -0.298 0.98
C 1.062 -1.255 -1.638 -0.37
C 0.566 -2.002 -2.703 -0.09
C 1.415 -2.375 -3.736 -0.08
C 2.752 -2.001 -3.711 -0.08
C 3.248 -1.257 -2.648 -0.06
C 2.405 -0.877 -1.615 -0.09
C -1.702 -0.943 -0.780 -0.36
C -2.185 -0.312 -1.926 -0.12
C -3.511 -0.450 -2.291 -0.06
C -4.374 -1.203 -1.503 -0.07
C -3.901 -1.833 -0.364 -0.07
C -2.564 -1.707 -0.004 -0.07
C 0.371 -1.595 2.525 -0.17
H 0.342 0.628 5.129 0.07
H 0.789 -1.411 6.454 0.11
H 0.905 -3.593 5.289 0.11
H 0.866 -4.891 3.405 0.12
H 0.641 -5.196 0.959 0.11
H 0.298 -3.240 -0.463 0.10
H -0.477 -2.291 -2.730 0.11
H 1.028 -2.957 -4.563 0.10
H 3.405 -2.277 -4.530 0.10
H 4.288 -0.957 -2.630 0.11
H 2.781 -0.257 -0.810 0.09
H -1.525 0.304 -2.521 0.11
H -3.880 0.048 -3.178 0.11
H -5.420 -1.283 -1.771 0.11
H -4.571 -2.418 0.254 0.10
H -2.202 -2.200 0.890 0.10
```

[3]
Molecular formula: C29H20F6O3S
Method: DFT, ωB97M-V/def2-TZVPD

Computed properties:
total charge	0
multiplicity	1
calculated total energy	-63677.060	eV
HOMO level	-6.54	eV

The geometry in XYZ format:
```
59
Properties=species:S:1:pos:R:3:lowdin_charge:R:1
F -5.247 1.774 2.779 0.13
C -5.243 0.582 2.105 -0.51
F -6.152 -0.229 2.721 0.13
F -5.720 0.836 0.844 0.13
C -3.867 -0.014 2.067 -0.08
C -3.701 -1.380 2.274 0.02
C -2.424 -1.900 2.320 0.04
C -1.267 -1.079 2.142 -0.16
C 0.006 -1.688 2.271 0.14
C 1.282 -1.071 2.315 -0.16
C 1.515 0.301 2.616 0.03
C 2.786 0.842 2.534 0.03
C 3.877 0.008 2.310 -0.08
C 5.263 0.580 2.282 -0.51
F 6.173 -0.274 2.850 0.12
F 5.684 0.827 1.005 0.13
F 5.350 1.759 2.971 0.12
C 3.708 -1.357 2.082 0.02
C 2.438 -1.887 2.107 0.03
C -1.499 0.286 1.785 0.04
C -2.779 0.816 1.801 0.03
H -4.568 -2.023 2.408 0.14
H -2.286 -2.965 2.507 0.13
H 0.007 -2.778 2.318 0.14
H 0.703 0.930 2.971 0.12
H 2.948 1.909 2.678 0.14
H 4.579 -1.989 1.903 0.14
H 2.297 -2.961 1.977 0.13
H -0.671 0.930 1.496 0.12
H -2.946 1.876 1.614 0.14
C -2.236 -3.364 11.551 -0.10
C -1.462 -2.202 11.499 -0.09
C -0.488 -2.039 10.507 -0.06
C -0.290 -3.042 9.548 -0.27
S 1.011 -2.856 8.299 0.63
C 0.263 -2.129 6.922 -0.18
C 0.771 -1.078 6.083 -0.48
O 0.005 -0.365 5.400 -0.07
C 2.262 -0.858 6.045 -0.18
C 3.161 -1.924 5.994 -0.05
C 4.534 -1.689 6.079 -0.08
C 5.025 -0.378 6.133 -0.09
C 4.122 0.690 6.056 -0.10
C 2.749 0.452 5.993 -0.04
O 1.938 -1.933 8.914 -0.34
O 1.422 -4.211 7.994 -0.36
C -1.064 -4.208 9.596 -0.07
C -2.036 -4.362 10.593 -0.09
H -2.990 -3.490 12.331 0.10
H -1.608 -1.418 12.240 0.10
H 0.129 -1.139 10.486 0.11
H -0.804 -2.332 6.891 0.07
H 2.777 -2.940 5.872 0.11
H 5.221 -2.535 6.116 0.10
H 6.103 -0.190 6.202 0.10
H 4.488 1.719 6.057 0.10
H 2.029 1.270 5.912 0.12
H -0.894 -5.000 8.865 0.11
H -2.629 -5.274 10.624 0.10
```

[4]
Molecular formula: C29H21Cl5N5O2V
Method: DFT, ωB97M-V/def2-TZVPD

Computed properties:
total charge	+1
multiplicity	2
calculated total energy	-130256.240	eV
ΔE to the lowest compared entry with this formula, charge and spin	35.0	kcal/mol
HOMO level (spin up / spin down)	-10.48 / -10.54	eV

The geometry in XYZ format:
```
63
Properties=species:S:1:pos:R:3:lowdin_spin:R:1
V -0.235 0.094 -0.918 1.14
C 1.978 2.350 -2.112 0.00
N 0.599 1.956 -2.440 0.00
C -0.357 3.073 -2.500 0.00
C -1.492 2.800 -1.589 0.00
N -1.733 1.596 -1.119 0.00
C -3.024 1.678 -0.510 0.00
C -3.851 0.694 0.026 0.00
C -5.075 1.096 0.521 0.00
C -5.483 2.442 0.480 0.00
C -4.688 3.414 -0.093 0.00
C -3.465 2.984 -0.597 0.00
N -2.455 3.667 -1.292 0.00
C 2.535 1.428 -1.093 0.00
N 1.826 0.501 -0.488 0.00
C 2.765 -0.229 0.318 0.00
C 2.630 -1.355 1.125 0.00
C 3.752 -1.812 1.783 0.00
C 5.000 -1.180 1.646 0.00
C 5.153 -0.083 0.824 0.00
C 4.010 0.353 0.166 0.00
N 3.821 1.401 -0.747 0.00
H 2.622 2.343 -2.986 0.00
H 1.983 3.363 -1.730 0.00
H 0.571 1.435 -3.299 0.00
H 0.119 4.015 -2.255 0.00
H -0.754 3.177 -3.503 0.00
H -3.558 -0.344 0.010 0.00
H -5.747 0.353 0.938 0.00
H -6.450 2.718 0.885 0.00
H -5.009 4.449 -0.162 0.00
H -2.475 4.633 -1.566 0.00
H 1.690 -1.863 1.232 0.00
H 3.668 -2.688 2.420 0.00
H 5.855 -1.562 2.192 0.00
H 6.115 0.404 0.690 0.00
H 4.536 2.004 -1.115 0.00
Cl -0.134 -6.436 -2.530 0.00
C -0.688 -4.824 -2.296 0.00
C -1.997 -4.457 -2.639 0.00
Cl -3.071 -5.631 -3.293 0.00
C -2.440 -3.151 -2.462 0.00
Cl -4.032 -2.637 -2.869 0.00
C -1.571 -2.213 -1.938 0.00
O -1.828 -0.909 -1.723 0.00
C -0.310 -2.598 -1.589 0.00
O 0.365 -1.486 -1.080 -0.05
C 0.172 -3.871 -1.761 0.00
Cl 1.799 -4.232 -1.330 0.00
Cl 2.922 -1.122 5.669 0.00
C 1.808 -0.813 4.371 -0.01
C 1.794 0.431 3.761 0.00
C 0.920 0.657 2.709 -0.01
C 0.059 -0.336 2.245 0.00
C -0.884 -0.080 1.104 -0.06
C 0.075 -1.562 2.900 -0.01
C 0.944 -1.810 3.956 0.00
H 2.466 1.210 4.110 0.00
H 0.909 1.635 2.232 0.00
H -1.350 0.888 1.245 0.00
H -1.656 -0.841 1.040 0.00
H -0.600 -2.349 2.572 0.00
H 0.949 -2.772 4.458 0.00
```

> Among the records above, which one has the lowest calculated total energy?

C29H19Br2F3N2O2PdSb